No. 1
Computed, not measured: a 12-piece molecular cluster, C52H110N2O20S10 overall at a distorted geometry, with ωB97M-V with the def2-TZVPD basis set.

Geometry (Å):
C 23.85085 -3.36426 -4.49890
C 23.13725 -2.42620 -3.52405
N 23.77521 -2.41303 -2.19093
C 23.20828 -1.38898 -1.32163
C 23.24914 0.06056 -1.84055
C 23.59840 -3.71867 -1.53801
C 24.56831 -3.97862 -0.38283
H 24.90008 -3.06569 -4.49796
H 23.43796 -3.23647 -5.49903
H 23.67841 -4.39349 -4.19474
H 23.28166 -1.42220 -3.92823
H 22.05709 -2.60225 -3.46484
H 22.17828 -1.59417 -0.99553
H 23.77482 -1.39535 -0.38543
H 24.24264 0.44028 -2.05712
H 22.64555 0.06192 -2.75286
H 22.67826 0.67390 -1.14528
H 23.73068 -4.49714 -2.28614
H 22.54374 -3.80940 -1.23376
H 24.17556 -3.70554 0.59410
H 25.52564 -3.50037 -0.59002
H 24.73907 -5.05824 -0.41673
C 25.08837 -8.19781 -3.85180
C 25.35186 -8.24158 -5.34348
N 24.30539 -7.83906 -6.26272
C 24.73221 -8.13522 -7.62053
C 25.78602 -7.08734 -8.02600
C 23.84035 -6.49789 -5.94299
C 22.74173 -6.02691 -6.91247
H 24.34715 -8.97405 -3.64224
H 24.77098 -7.22566 -3.47593
H 26.01174 -8.43792 -3.32596
H 26.25180 -7.60272 -5.48985
H 25.74209 -9.22187 -5.62780
H 25.18928 -9.11712 -7.70434
H 23.86574 -8.04458 -8.27890
H 26.72697 -7.55567 -8.32342
H 25.58630 -6.30882 -8.76829
H 26.08957 -6.50068 -7.15206
H 24.64222 -5.76051 -5.80750
H 23.37192 -6.65819 -4.97160
H 23.19607 -5.83304 -7.88596
H 22.23352 -5.12365 -6.57179
H 21.95479 -6.77416 -7.00993
C 20.19796 -1.42188 -9.62260
C 20.59553 -0.20683 -8.76327
C 19.98077 -0.45494 -7.39348
S 20.03033 -2.25419 -7.08244
O 18.66076 -2.68318 -6.94421
O 21.07468 -2.62674 -6.15303
C 20.55562 -2.65658 -8.80696
H 20.67364 -1.44950 -10.60110
H 19.11247 -1.39097 -9.74564
H 20.17719 0.64141 -9.30823
H 21.67442 -0.04567 -8.74012
H 18.90151 -0.32823 -7.48004
H 20.42872 0.14851 -6.60985
H 20.15098 -3.61473 -9.12020
H 21.64601 -2.72159 -8.75771
C 29.00213 -4.09812 -4.98307
C 27.84337 -4.99662 -4.62451
C 28.36579 -6.44076 -4.59364
S 30.01899 -6.27864 -3.86284
O 31.01752 -6.93636 -4.70324
O 29.88786 -6.74440 -2.50321
C 30.17918 -4.46832 -4.07574
H 28.69075 -3.05483 -4.91334
H 29.28319 -4.19762 -6.03605
H 26.98319 -4.97809 -5.29344
H 27.51055 -4.78567 -3.60242
H 28.65678 -6.68442 -5.62508
H 27.81372 -7.30015 -4.23094
H 31.19341 -4.27452 -4.41288
H 30.09105 -4.05243 -3.07035
C 28.67298 -5.49728 1.70467
C 27.23997 -4.99985 1.97246
C 26.20878 -5.94475 1.33663
S 27.10287 -7.13414 0.31021
O 26.43811 -7.14694 -0.98915
O 27.28285 -8.40438 0.97869
C 28.61114 -6.13098 0.30249
H 28.99336 -6.25170 2.42389
H 29.36982 -4.66481 1.77130
H 27.11739 -3.99411 1.56866
H 26.98280 -4.87408 3.02646
H 25.65798 -5.29209 0.65934
H 25.46339 -6.42127 1.96890
H 28.39552 -5.34208 -0.41848
H 29.48728 -6.71541 0.04257
C 31.32426 -4.68186 -7.90165
C 32.20882 -5.79616 -7.27080
C 31.48978 -7.13692 -7.38692
S 29.89628 -6.88372 -8.25782
O 28.89690 -6.48970 -7.26978
O 29.72377 -7.86038 -9.32304
C 30.48437 -5.32594 -8.99661
H 31.99117 -3.90926 -8.28300
H 30.73458 -4.18563 -7.12931
H 32.46522 -5.61667 -6.22878
H 33.14287 -5.79339 -7.83126
H 31.31084 -7.67504 -6.45766
H 32.00060 -7.80616 -8.08075
H 29.69795 -4.77742 -9.50720
H 31.14084 -5.71536 -9.78088
C 23.86966 -8.74773 -0.73369
C 22.58064 -9.18954 -1.43400
C 21.50177 -9.39942 -0.38556
S 22.41223 -9.92134 1.16238
O 22.20956 -11.32516 1.45014
O 22.15993 -8.93066 2.18388
C 24.06088 -9.65705 0.47283
H 23.84764 -7.72670 -0.34257
H 24.78101 -8.79581 -1.32243
H 22.72358 -10.06716 -2.07102
H 22.35342 -8.45097 -2.20886
H 20.79486 -10.20000 -0.59544
H 20.92040 -8.50440 -0.17389
H 24.44515 -10.61033 0.10281
H 24.70351 -9.36830 1.30184
C 30.28379 -10.01856 -4.73746
C 30.51543 -11.54641 -4.92232
C 29.18913 -12.23780 -4.52090
S 27.90755 -11.11550 -5.14914
O 26.98896 -10.77596 -4.07908
O 27.37770 -11.57357 -6.43141
C 29.02872 -9.75230 -5.56778
H 31.17400 -9.48423 -5.05152
H 30.08694 -9.82341 -3.68283
H 31.27936 -11.93781 -4.25169
H 30.82660 -11.72808 -5.95110
H 29.17175 -12.20007 -3.43325
H 28.98904 -13.23505 -4.90172
H 28.41835 -8.86564 -5.41155
H 29.14900 -9.86877 -6.64439
C 22.69624 -12.39777 -7.49653
C 23.37097 -11.56402 -6.37532
C 22.35046 -10.52537 -5.85306
S 20.75257 -11.37765 -6.01622
O 19.89505 -10.63878 -6.94502
O 20.22113 -11.87496 -4.76287
C 21.39238 -12.84311 -6.88882
H 23.31443 -13.24433 -7.78478
H 22.40850 -11.78584 -8.35849
H 24.31721 -11.09413 -6.63422
H 23.60070 -12.28638 -5.58760
H 22.35322 -9.66720 -6.51949
H 22.52626 -10.21713 -4.82700
H 20.55670 -13.25205 -7.45104
H 21.62010 -13.55124 -6.08664
C 25.23200 -4.89841 -11.55185
C 24.72652 -5.73981 -12.74974
C 23.37015 -6.31024 -12.38661
S 22.53510 -4.94544 -11.49925
O 21.74540 -5.43965 -10.39128
O 21.96982 -4.02411 -12.44993
C 24.04628 -4.27559 -10.79172
H 25.87556 -4.09446 -11.91743
H 25.91862 -5.52842 -10.98691
H 25.42076 -6.56728 -12.90097
H 24.71318 -5.18035 -13.68474
H 23.49650 -7.15858 -11.71444
H 22.72477 -6.57966 -13.21937
H 24.06016 -4.63248 -9.76377
H 23.92612 -3.19604 -10.85805
C 21.00596 -8.61540 -9.15984
C 19.75517 -7.83638 -8.77886
C 19.13380 -7.34061 -10.09548
S 19.58336 -8.51069 -11.41288
O 20.39132 -7.88130 -12.44575
O 18.39942 -9.24817 -11.77699
C 20.72044 -9.47067 -10.37896
H 21.41350 -9.12304 -8.28716
H 21.82001 -7.92209 -9.40464
H 19.96530 -7.03668 -8.06622
H 19.12099 -8.47180 -8.15558
H 19.58091 -6.38686 -10.37541
H 18.05660 -7.19306 -10.11796
H 21.62071 -9.81797 -10.88526
H 20.23442 -10.41605 -10.11911
C 25.92658 -3.32366 -7.31071
C 27.27320 -3.74753 -7.94575
C 27.79924 -2.51797 -8.68248
S 27.63975 -1.25263 -7.41451
O 27.39770 0.07999 -7.95196
O 28.71291 -1.44282 -6.45649
C 26.08380 -1.93053 -6.71547
H 25.69664 -4.10226 -6.58118
H 25.13870 -3.37485 -8.06187
H 27.23029 -4.67805 -8.51016
H 27.91240 -4.03747 -7.10783
H 27.26154 -2.16181 -9.56181
H 28.85673 -2.53835 -8.94888
H 25.33067 -1.27968 -7.15967
H 26.05129 -1.84658 -5.63391

Output
- HOMO (eV) = -8.58
- E_tot (a.u.) = -7643.30859
- energy above the lowest of the compared OMol25 structures with the same formula, charge and spin (kcal/mol) = 0.0
- HOMO-LUMO gap (eV) = 8.4
- LUMO (eV) = -0.2
- SMILES string = O=S1(=O)CCCC1.O=S1(=O)CCCC1.O=S1(=O)CCCC1.O=S1(=O)CCCC1.O=S1(=O)CCCC1.O=S1(=O)CCCC1.O=S1(=O)CCCC1.O=S1(=O)CCCC1.O=S1(=O)CCCC1.O=S1(=O)CCCC1.CCN(CC)CC.CCN(CC)CC
- charge = 0

Results of the Löwdin charge analysis, in e, for atoms 1 through 99: -0.082, -0.241, -0.178, -0.273, -0.084, -0.238, -0.082, 0.061, 0.058, 0.051, 0.099, 0.122, 0.116, 0.107, 0.075, 0.054, 0.072, 0.092, 0.123, 0.091, 0.094, 0.040, -0.074, -0.261, -0.182, -0.199, -0.065, -0.242, -0.035, 0.067, 0.075, 0.058, 0.088, 0.091, 0.110, 0.092, 0.066, 0.050, 0.047, 0.083, 0.106, 0.054, 0.063, 0.067, -0.217, -0.221, -0.212, 0.696, -0.320, -0.340, -0.216, 0.116, 0.121, 0.115, 0.114, 0.100, 0.104, 0.094, 0.092, -0.227, -0.183, -0.226, 0.731, -0.358, -0.321, -0.164, 0.103, 0.062, 0.090, 0.127, 0.031, 0.083, 0.099, 0.106, -0.199, -0.205, -0.228, 0.694, -0.348, -0.309, -0.223, 0.115, 0.112, 0.106, 0.114, 0.008, 0.118, 0.100, 0.096, -0.196, -0.182, -0.206, 0.738, -0.355, -0.322, -0.207, 0.118, 0.085, 0.099

No. 2
Computed, not measured: a 4-piece molecular cluster, C23H30B2N3O7P overall, with ωB97M-V with the def2-TZVPD basis set.

Geometry (Å):
C 4.36440 6.80802 0.68757
C 3.32454 6.43882 -0.39870
B 3.64518 5.08533 -1.12697
O 4.96429 4.93565 -1.51555
B 2.47021 3.88902 -1.53449
P 0.87989 3.60440 -0.45985
C 1.48789 3.88670 1.25445
C -0.15268 5.08005 -0.90603
C -1.12340 5.44091 0.21399
H 4.94005 7.68606 0.39884
H 5.08719 6.01291 0.86433
H 3.86328 7.05226 1.62319
H 3.34129 7.22196 -1.16835
H 2.31914 6.46488 0.01861
H 5.34008 4.08585 -1.28045
H 2.56398 3.17952 -2.49276
H 0.70451 3.68590 1.98344
H 1.92184 4.86910 1.45071
H 2.27864 3.15239 1.42276
H -0.70090 4.80855 -1.80973
H 0.46101 5.94369 -1.17242
H -1.76115 6.26596 -0.10416
H -0.58892 5.75893 1.10849
H -1.75509 4.58520 0.45482
C 1.83524 -1.79757 -2.84150
C 0.96666 -2.76558 -2.35392
C 0.05200 -2.43826 -1.36696
C 0.02562 -1.14007 -0.89129
C 0.88221 -0.15938 -1.35765
C 1.79471 -0.50213 -2.34273
N -0.95560 -0.78861 0.14798
O -1.68793 -1.67030 0.56117
O -0.98389 0.36100 0.53670
H 2.54711 -2.05558 -3.61468
H 1.00131 -3.77501 -2.73731
H -0.62847 -3.17898 -0.97446
H 0.84370 0.85131 -0.96827
H 2.47301 0.24945 -2.72429
C -2.08271 -0.60276 3.45879
C -1.30090 0.34008 4.11390
C -1.18033 0.31474 5.49382
C -1.85229 -0.66701 6.19749
C -2.63977 -1.61496 5.57082
C -2.75150 -1.57596 4.19060
N -1.71810 -0.70952 7.66379
O -1.03738 0.14544 8.19425
O -2.29481 -1.59742 8.25897
H -2.16659 -0.57728 2.38404
H -0.78119 1.09681 3.54118
H -0.57648 1.04176 6.01553
H -3.15264 -2.36670 6.15147
H -3.36045 -2.31072 3.68143
C -3.69245 -7.10621 -4.67237
C -2.69221 -6.22758 -5.06626
C -1.51390 -6.14647 -4.34288
C -1.36272 -6.95615 -3.23310
C -2.34575 -7.83488 -2.81965
C -3.52026 -7.90555 -3.55030
N -0.10703 -6.88493 -2.46500
O 0.73554 -6.08771 -2.83373
O 0.01462 -7.62064 -1.51052
H -4.60971 -7.16859 -5.24253
H -2.82810 -5.60469 -5.93945
H -0.72712 -5.46807 -4.63617
H -2.19561 -8.45012 -1.94550
H -4.30115 -8.58726 -3.24315

Output
- HOMO (eV) = -8.04
- E_tot (a.u.) = -1976.12960
- energy above the lowest of the compared OMol25 structures with the same formula, charge and spin (kcal/mol) = 3.5
- HOMO-LUMO gap (eV) = 7.0
- LUMO (eV) = -1.1
- SMILES string = O=[N+]([O-])c1ccccc1.O=[N+]([O-])c1ccccc1.O=[N+]([O-])c1ccccc1.CCB(O)BP(C)CC
- charge = 0

In the Löwdin picture, each atom carries the following charge in e: -0.100, -0.183, -0.461, 0.100, -0.129, 0.884, -0.309, -0.449, -0.165, 0.071, 0.064, 0.068, 0.111, 0.064, 0.099, 0.008, 0.030, 0.028, 0.039, 0.072, 0.063, 0.070, 0.062, 0.071, -0.064, -0.057, 0.003, -0.140, -0.007, -0.063, -0.332, 0.061, 0.064, 0.108, 0.081, 0.118, 0.050, 0.102, -0.063, -0.056, -0.006, -0.153, -0.006, -0.055, -0.356, 0.071, 0.072, 0.063, 0.102, 0.117, 0.117, 0.109, -0.069, -0.064, -0.004, -0.147, -0.002, -0.063, -0.343, 0.054, 0.090, 0.108, 0.109, 0.118, 0.120, 0.109